No. 1
A cluster of 6 separate species, C14H40N12O7P in total at a distorted geometry. Source: the Open Molecules 2025 dataset; level of theory: ωB97M-V/def2-TZVPD.

Computed properties:
Total charge: -1
Calculated total energy, Eh: -2082.74769
Gap between HOMO and LUMO, eV: 3.81
LUMO level, eV: 1.65
Spin multiplicity: 1
Energy relative to the best compared isomer or geometry (same formula, charge and spin), kJ/mol: 0.0

Geometry (Å):
1 C 0.28 2.16 -0.83
2 C -0.34 0.79 -0.48
3 N -1.14 0.24 -1.58
4 C -2.21 -0.66 -1.04
5 C -2.90 -1.55 -2.07
6 C -4.29 -2.14 -1.73
7 C -5.38 -1.63 -2.68
8 C -6.02 -0.25 -2.42
9 N -5.09 0.89 -2.35
10 P -4.80 -2.02 -0.11
11 O -6.09 -2.67 0.31
12 C -0.32 -0.41 -2.55
13 C -0.65 -0.08 -3.98
14 O 0.63 -1.10 -2.27
15 H -0.10 2.49 -1.80
16 H 1.37 2.08 -0.91
17 H 0.05 2.91 -0.08
18 H 0.46 0.08 -0.22
19 H -0.98 0.87 0.40
20 H -1.74 -1.31 -0.28
21 H -2.92 0.00 -0.53
22 H -3.01 -1.01 -3.02
23 H -2.20 -2.38 -2.29
24 H -6.22 -2.34 -2.68
25 H -4.98 -1.63 -3.70
26 H -6.60 -0.28 -1.49
27 H -6.75 -0.06 -3.23
28 H -4.26 0.71 -2.91
29 H -4.81 1.07 -1.40
30 H -4.87 -0.67 0.40
31 H -3.69 -2.46 0.66
32 H -1.71 0.11 -4.13
33 H -0.31 -0.88 -4.64
34 H -0.12 0.85 -4.22
35 C -3.56 0.43 -6.60
36 O -3.88 -0.26 -5.65
37 N -4.20 1.60 -6.90
38 N -2.51 0.09 -7.43
39 H -3.94 2.19 -7.67
40 H -4.95 1.88 -6.29
41 H -2.02 -0.75 -7.21
42 H -2.22 0.65 -8.20
43 C 1.51 1.14 2.75
44 O 1.65 2.19 2.13
45 N 0.97 1.07 3.99
46 N 1.92 -0.06 2.22
47 H 0.88 0.23 4.52
48 H 0.70 1.93 4.44
49 H 2.28 -0.05 1.29
50 H 1.79 -0.93 2.70
51 C 1.20 0.65 7.69
52 O 0.37 0.56 6.81
53 N 0.86 0.59 9.02
54 N 2.52 0.81 7.41
55 H 1.53 0.66 9.77
56 H -0.11 0.48 9.24
57 H 2.78 0.78 6.43
58 H 3.23 0.91 8.11
59 C 4.24 -0.76 4.13
60 O 3.41 -0.37 4.94
61 N 5.05 0.08 3.44
62 N 4.40 -2.09 3.85
63 H 5.73 -0.24 2.76
64 H 4.94 1.06 3.59
65 H 3.80 -2.74 4.33
66 H 5.06 -2.43 3.18
67 C 7.26 -0.01 0.14
68 O 7.18 -0.35 1.31
69 N 6.89 1.23 -0.29
70 N 7.73 -0.86 -0.83
71 H 6.92 1.51 -1.25
72 H 6.51 1.86 0.39
73 H 8.00 -1.78 -0.54
74 H 7.79 -0.61 -1.80

***

No. 2
A cluster of 6 separate species, C14H40O10 in total at a distorted geometry. Source: the Open Molecules 2025 dataset; level of theory: ωB97M-V/def2-TZVPD.

Computed properties:
Calculated total energy, Eh: -1309.39700
Gap between HOMO and LUMO, eV: 9.71
LUMO level, eV: 0.33
Spin multiplicity: 1
Energy relative to the best compared isomer or geometry (same formula, charge and spin), kJ/mol: 909.6

Geometry (Å):
1 C -3.78 1.44 4.25
2 C -2.49 0.62 3.76
3 C -2.92 -0.35 2.67
4 O -1.63 1.51 3.14
5 H -3.94 2.31 3.73
6 H -3.60 1.98 5.27
7 H -4.75 0.97 4.39
8 H -1.86 0.17 4.72
9 H -3.63 -0.98 3.09
10 H -2.20 -0.85 2.21
11 H -3.31 0.20 1.93
12 H -1.07 1.87 3.73
13 C 0.88 -1.73 0.50
14 C 0.59 -2.20 -0.97
15 C -0.71 -2.89 -0.96
16 O 0.66 -1.13 -1.76
17 H 0.27 -1.10 0.87
18 H 1.81 -1.33 0.35
19 H 0.62 -2.51 1.05
20 H 1.52 -2.86 -1.33
21 H -1.43 -2.32 -0.66
22 H -0.79 -3.68 -0.32
23 H -0.63 -3.14 -2.06
24 H 1.68 -0.93 -1.86
25 O -3.76 -0.59 -1.05
26 C -4.88 -0.25 -1.78
27 C -4.50 -0.28 -3.26
28 O -5.67 0.15 -4.02
29 H -3.01 -0.03 -1.47
30 H -5.61 -0.90 -1.75
31 H -5.13 0.89 -1.27
32 H -4.13 -1.23 -3.67
33 H -3.52 0.23 -3.43
34 H -5.49 0.35 -4.94
35 O 4.59 -3.19 -0.89
36 C 4.98 -1.85 -0.74
37 C 6.32 -1.70 0.04
38 O 6.81 -0.33 0.25
39 H 4.55 -3.52 0.04
40 H 5.23 -1.20 -1.55
41 H 4.14 -1.12 -0.41
42 H 6.87 -2.34 -0.73
43 H 6.14 -2.27 0.89
44 H 7.56 -0.28 -0.06
45 O 2.92 0.73 -1.55
46 C 3.26 1.24 -0.24
47 C 4.12 2.56 -0.19
48 O 4.55 3.06 0.98
49 H 3.64 0.68 -2.16
50 H 2.20 1.38 0.26
51 H 3.68 0.57 0.34
52 H 3.52 3.39 -0.75
53 H 4.85 2.11 -1.05
54 H 4.74 2.45 1.60
55 O -2.46 3.12 0.90
56 C -2.49 2.41 -0.31
57 C -1.32 1.43 -0.47
58 O -1.32 0.72 -1.63
59 H -2.34 2.72 1.79
60 H -3.42 1.79 -0.42
61 H -2.61 3.15 -1.25
62 H -1.35 0.68 0.34
63 H -0.43 1.97 -0.41
64 H -0.48 0.25 -1.72

***

No. 3
A structure of composition C14H41NO17SZn at a distorted geometry. Source: the Open Molecules 2025 dataset; level of theory: ωB97M-V/def2-TZVPD.

Computed properties:
Calculated total energy, Eh: -4069.35613
Gap between HOMO and LUMO, eV: 5.72
LUMO level, eV: -2.87
Spin multiplicity: 1
Energy relative to the best compared isomer or geometry (same formula, charge and spin), kJ/mol: 0.0

Geometry (Å):
1 Zn 27.31 34.83 8.22
2 S 24.53 33.29 8.66
3 O 23.44 33.64 9.56
4 O 24.10 33.04 7.27
5 O 25.46 34.46 8.66
6 O 25.23 32.10 9.18
7 C 23.48 36.84 7.03
8 C 22.96 35.91 5.94
9 O 23.89 34.98 5.40
10 O 23.29 36.41 8.37
11 H 22.94 37.79 6.94
12 H 24.54 37.05 6.83
13 H 22.65 36.55 5.11
14 H 22.09 35.35 6.30
15 H 23.92 34.21 6.00
16 H 23.81 35.60 8.50
17 C 20.90 29.37 7.23
18 C 21.94 30.39 7.63
19 O 22.05 31.40 6.63
20 O 20.35 28.72 8.39
21 H 21.40 28.59 6.64
22 H 20.15 29.73 6.53
23 H 22.91 29.91 7.79
24 H 21.60 30.85 8.57
25 H 22.80 31.97 6.89
26 H 20.24 27.80 8.12
27 C 27.35 31.65 5.60
28 C 27.85 33.10 5.54
29 O 27.05 33.98 6.37
30 O 26.03 31.51 5.17
31 H 27.43 31.33 6.65
32 H 28.02 31.10 4.95
33 H 27.75 33.45 4.51
34 H 28.87 33.13 5.90
35 H 26.10 33.82 6.20
36 H 25.41 31.80 5.86
37 C 26.08 28.98 10.53
38 C 26.06 29.69 11.87
39 O 25.03 30.70 12.00
40 O 26.60 29.85 9.51
41 H 25.06 28.72 10.22
42 H 26.69 28.08 10.59
43 H 26.98 30.27 12.00
44 H 25.99 29.01 12.72
45 H 24.99 31.14 11.13
46 H 25.89 30.46 9.24
47 C 28.20 33.20 10.41
48 C 27.45 34.32 11.06
49 O 27.49 35.55 10.26
50 O 27.72 32.94 9.08
51 H 28.20 32.29 11.01
52 H 29.26 33.46 10.29
53 H 27.91 34.52 12.03
54 H 26.41 34.11 11.28
55 H 26.77 36.12 10.55
56 H 26.93 32.34 9.15
57 C 22.15 35.48 11.97
58 C 21.49 34.13 12.30
59 O 21.24 33.34 11.15
60 O 23.54 35.36 11.64
61 H 22.10 36.17 12.81
62 H 21.59 35.91 11.13
63 H 20.54 34.43 12.75
64 H 22.11 33.57 13.00
65 H 22.06 33.26 10.62
66 H 23.63 34.87 10.80
67 O 18.14 35.29 8.87
68 C 19.24 34.75 8.79
69 N 20.38 35.50 8.76
70 C 19.41 33.26 8.68
71 H 21.27 35.04 8.63
72 H 20.37 36.48 8.92
73 H 18.58 32.84 8.12
74 H 19.45 32.76 9.64
75 H 20.34 32.99 8.17

***

No. 4
A structure of composition C14H42AlO7S7 at a distorted geometry. Source: the Open Molecules 2025 dataset; level of theory: ωB97M-V/def2-TZVPD.

Computed properties:
Total charge: +3
Calculated total energy, Eh: -4113.79656
Gap between HOMO and LUMO, eV: 3.83
LUMO level, eV: -12.50
Spin multiplicity: 1
Energy relative to the best compared isomer or geometry (same formula, charge and spin), kJ/mol: 29.3

Geometry (Å):
1 Al -0.26 0.13 -0.17
2 C 0.39 2.19 4.78
3 S -1.00 1.41 3.91
4 O -0.52 1.02 2.54
5 C -0.92 -0.14 4.82
6 H 1.36 1.70 4.81
7 H 0.03 2.50 5.76
8 H 0.54 3.03 4.09
9 H 0.00 -0.67 4.61
10 H -1.75 -0.76 4.46
11 H -1.08 -0.03 5.90
12 C 0.62 -4.97 -0.32
13 S 1.52 -3.71 0.60
14 O 0.94 -2.35 0.25
15 C 0.85 -4.05 2.21
16 H 0.83 -5.88 0.24
17 H 1.02 -5.05 -1.32
18 H -0.44 -4.75 -0.23
19 H -0.22 -4.29 2.16
20 H 0.93 -3.18 2.87
21 H 1.29 -4.86 2.80
22 C -3.95 -2.57 -2.16
23 S -2.51 -1.91 -3.03
24 O -2.01 -0.72 -2.24
25 C -1.36 -3.28 -2.86
26 H -4.24 -3.54 -2.57
27 H -4.75 -1.89 -2.45
28 H -3.73 -2.48 -1.10
29 H -1.40 -3.94 -3.72
30 H -1.72 -3.78 -1.96
31 H -0.33 -3.01 -2.63
32 C -3.66 2.82 1.80
33 S -3.69 2.12 0.14
34 O -2.72 0.95 0.22
35 C -5.34 1.45 0.24
36 H -4.47 3.52 1.94
37 H -2.71 3.33 1.93
38 H -3.82 1.93 2.42
39 H -6.11 2.18 0.51
40 H -5.36 0.73 1.06
41 H -5.59 0.87 -0.64
42 C -2.11 1.98 -4.27
43 S -0.66 2.72 -3.47
44 O -0.49 1.89 -2.22
45 C 0.50 2.11 -4.73
46 H -2.35 2.38 -5.25
47 H -2.91 2.18 -3.56
48 H -2.00 0.91 -4.43
49 H 0.08 2.32 -5.71
50 H 0.69 1.04 -4.60
51 H 1.44 2.63 -4.55
52 C 3.96 0.76 1.56
53 S 2.91 -0.22 2.62
54 O 1.57 -0.48 2.00
55 C 3.85 -1.75 2.70
56 H 3.39 1.65 1.27
57 H 4.26 0.17 0.69
58 H 4.80 1.21 2.08
59 H 3.81 -2.23 1.73
60 H 3.43 -2.42 3.45
61 H 4.87 -1.48 2.95
62 C 3.50 1.56 -2.81
63 S 2.61 2.65 -1.69
64 O 2.06 1.71 -0.63
65 C 4.06 3.45 -0.99
66 H 4.07 2.12 -3.55
67 H 2.73 1.00 -3.34
68 H 4.14 0.88 -2.25
69 H 4.65 3.80 -1.84
70 H 4.68 2.95 -0.26
71 H 3.82 4.44 -0.58